# 1
{
  "formula": "C3H6N2O2S",
  "method": "ωB97M-V/def2-TZVPD",
  "orbital_gap_ev": [9.2, 7.0],
  "e_tot_ha": -775.914541,
  "mol_weight_g_mol": 134.16,
  "relative_energy_ev": 6.139,
  "elements": ["H", "C", "N", "H", "H", "N", "H", "C", "H", "O", "C", "S", "H", "O"],
  "coordinates": [[-0.7003, 1.1813, 1.3736], [-1.4315, 0.3895, 1.4179], [-1.3811, -0.0450, -0.9702], [-1.5911, -0.1677, 2.2957], [0.2161, 0.0025, -2.1796], [2.2931, 0.2646, 0.2116], [4.0881, 0.2593, 0.6133], [0.0454, 0.2341, -1.1996], [0.4948, 1.2609, -1.0150], [-2.9050, -1.0618, 0.4197], [-1.9897, -0.2954, 0.2988], [1.1532, -0.7904, -0.1318], [-1.6971, -0.6890, -1.6517], [3.4051, -0.5429, 0.5173]]
}

---

# 2
{
  "formula": "C3H4O2S",
  "method": "ωB97M-V/def2-TZVPD",
  "orbital_gap_ev": 9.4,
  "e_tot_ha": -665.330942,
  "smiles": "O=CCOC=S",
  "mol_weight_g_mol": 104.13,
  "relative_energy_ev": 1.488,
  "elements": ["H", "C", "S", "C", "H", "H", "O", "C", "H", "O"],
  "coordinates": [[-0.1068, -1.0543, 0.9329], [0.2501, -0.5150, 0.0223], [-2.6861, -0.1639, -0.0169], [-1.5814, 1.0325, 0.0130], [-1.9242, 2.0764, -0.0536], [-0.1237, -1.0678, -0.8460], [-0.2414, 0.8376, 0.0202], [1.7902, -0.3897, -0.0146], [2.2292, -1.4119, -0.0364], [2.3941, 0.6559, -0.0210]]
}

---

# 3
{
  "formula": "C6H11NO2S3",
  "method": "ωB97M-V/def2-TZVPD",
  "orbital_gap_ev": 8.4,
  "e_tot_ha": -1634.848511,
  "mol_weight_g_mol": 225.36,
  "relative_energy_ev": 3.644,
  "elements": ["S", "H", "H", "O", "H", "N", "H", "S", "H", "C", "H", "O", "C", "H", "C", "C", "H", "C", "H", "S", "H", "H", "C"],
  "coordinates": [[-0.9440, -0.7896, -0.4780], [-1.4761, -1.4564, -5.6053], [0.4304, 1.7929, 1.4952], [2.4929, -0.6908, -1.5241], [-0.6681, -0.5271, 4.0666], [0.4881, -1.5232, -2.5986], [0.0149, -0.8496, -4.7201], [1.5130, -1.7050, -1.2893], [-1.2605, 0.3508, -5.3541], [0.5017, -1.2155, 0.0524], [0.3662, 1.5621, 4.4928], [2.0897, -2.9728, -1.0745], [-0.6212, -1.0224, -2.2809], [-1.6684, 0.4215, 3.1872], [-0.6219, 0.1043, 3.2348], [0.3587, 1.2308, 3.4788], [-0.5604, -0.5382, 2.3228], [-0.9994, -0.5754, -4.9123], [1.2899, 0.7301, 3.5148], [-1.7563, -0.2937, -3.3100], [1.3117, 2.9575, 2.4635], [-0.6295, 2.7382, 2.4278], [0.3487, 2.2713, 2.4105]]
}

---

# 4
{
  "formula": "CH4O2",
  "method": "ωB97M-V/def2-TZVPD",
  "orbital_gap_ev": 10.9,
  "e_tot_ha": -190.935466,
  "smiles": "C=O.O",
  "mol_weight_g_mol": 48.04,
  "relative_energy_ev": 0.406,
  "elements": ["C", "H", "H", "O", "O", "H", "H"],
  "coordinates": [[0.0000, 0.0000, 0.0000], [-0.3600, -0.9121, 0.5329], [-1.6271, -4.7410, -2.8630], [-1.3819, -3.9216, -2.3765], [-0.6364, 0.6176, -0.8782], [0.9336, 0.4733, 0.3871], [-1.3329, -4.1983, -1.4335]]
}

---

# 5
{
  "formula": "C6H4O",
  "method": "ωB97M-V/def2-TZVPD",
  "orbital_gap_ev": 9.0,
  "e_tot_ha": -306.134485,
  "smiles": "C#Cc1ccco1",
  "mol_weight_g_mol": 92.10,
  "relative_energy_ev": 2.097,
  "elements": ["C", "O", "C", "C", "C", "H", "C", "H", "H", "H", "C"],
  "coordinates": [[3.0463, -0.5060, -0.1839], [-0.3558, -1.2215, -0.3490], [-0.2675, 0.8757, 0.4392], [-1.6292, 0.5051, 0.2589], [1.8314, -0.4370, -0.0217], [-2.3742, -1.4931, -0.4547], [0.4594, -0.2221, 0.0741], [3.2729, 0.3490, -0.8071], [-2.5035, 1.0993, 0.4744], [0.1314, 1.8250, 0.7751], [-1.6113, -0.7744, -0.2053]]
}

---

# 6
{
  "formula": "C4H12N2",
  "method": "ωB97M-V/def2-TZVPD",
  "orbital_gap_ev": 9.7,
  "e_tot_ha": -269.021399,
  "smiles": "CNCCCN",
  "mol_weight_g_mol": 88.15,
  "relative_energy_ev": 2.584,
  "elements": ["H", "N", "H", "C", "N", "H", "H", "C", "H", "H", "C", "H", "H", "C", "H", "H", "H", "H"],
  "coordinates": [[-0.4258, -2.5877, -2.1759], [1.4385, 2.3552, 1.0909], [-0.4520, 1.5468, 0.4137], [1.0004, 0.0415, 0.6313], [-0.5602, -0.6392, -1.2333], [0.0428, 1.3443, 2.2705], [0.0323, -1.9638, 0.4004], [-0.3011, -0.9027, 0.1755], [1.6863, -0.5245, 1.3194], [1.5811, 0.1418, -0.1705], [-1.2322, -1.7870, -1.9416], [-1.2428, 0.2128, -1.2177], [1.2069, 3.3557, 0.8775], [0.4346, 1.3344, 1.1331], [-2.2285, -2.1543, -1.3573], [-1.8563, -1.3433, -2.8292], [-1.1681, -0.6627, 0.7746], [2.0442, 2.2325, 1.8388]]
}